A 2-piece molecular cluster, C9H19BrNO4P overall. Source: OMol25; level of theory: wB97M-V/def2-TZVPD.

Properties
frontier orbital gap = 8.92 eV
maximum force = 1.9 eV Å⁻¹
SMILES = C[C@H](Br)C[PH3]CCC(N)=O.O=C1OCCO1
net charge = 0

Cartesian coordinates (Å):
C1 -0.06120 -0.44142 0.40111
C2 -0.27977 -1.81319 -0.20641
Br1 0.27341 -3.16588 1.10119
C3 0.38160 -2.07412 -1.56990
P1 1.91531 -1.03702 -1.97103
C4 3.47653 -0.00315 -2.33961
C5 3.75734 1.05873 -1.26485
C6 3.11748 2.43080 -1.42516
N1 2.02551 2.63269 -2.32132
O1 3.54331 3.37487 -0.76687
H1 0.97225 -0.24515 0.66735
H2 -0.64942 -0.37862 1.30816
H3 -0.45406 0.33002 -0.25372
H4 -1.35006 -1.93800 -0.31510
H5 0.66330 -3.12243 -1.62425
H6 -0.35863 -1.86002 -2.34067
H7 2.06296 -1.73755 -3.20816
H8 1.10876 0.13647 -2.00582
H9 2.57620 -1.54231 -0.81147
H10 4.29573 -0.72234 -2.32155
H11 3.44561 0.41451 -3.34571
H12 3.39045 0.67146 -0.31197
H13 4.82241 1.23156 -1.18082
H14 1.16412 2.61013 -1.78724
H15 1.95820 1.87545 -2.98784
O2 -2.88056 0.84807 0.80719
C7 -3.46136 0.62277 1.81560
O3 -3.65189 -0.61520 2.32724
C8 -4.17202 -0.48058 3.65428
C9 -4.80440 0.89603 3.60961
O4 -4.01366 1.56023 2.61792
H16 -4.88004 -1.27758 3.86292
H17 -3.34388 -0.53807 4.36235
H18 -5.84119 0.86909 3.27042
H19 -4.74834 1.42977 4.55411

Atoms 1-3, force components in eV/Å:
C -0.2055 -0.1725 0.3005
C 0.0510 0.2941 -0.3931
Br 0.0371 -0.0499 0.0475